[1]
Density functional theory data (the ωB97M-V functional and the def2-TZVPD basis) for a molecular structure, C17H25BeN in a non-equilibrium geometry.

```
44
Properties=species:S:1:pos:R:3:forces:R:3
N -0.770 0.022 2.143 0.4255 0.0134 -0.0029
C -1.945 -0.897 0.143 -0.7673 -0.1983 0.3478
C 0.087 2.558 -1.008 0.4567 0.1332 0.6370
C -2.088 -2.894 -1.796 0.4244 0.1694 0.0992
C 3.218 -0.304 -0.906 0.7107 0.6042 1.5750
C 1.972 -0.597 -1.676 4.5535 1.5722 -5.8721
C 1.034 0.355 -2.389 3.9458 -2.0277 -8.1026
C -3.145 -2.733 -0.901 0.2028 0.1233 -0.2539
C -1.942 0.104 1.283 -0.0896 0.1443 0.0543
C -0.897 0.856 3.329 -0.0220 -0.2399 -0.3087
C 1.777 1.265 -0.258 2.5027 2.4043 4.1273
C -0.301 -1.317 2.472 -0.1585 0.0554 0.0784
C -0.874 -1.036 -0.745 1.4093 0.9681 -0.5917
C -0.969 -2.048 -1.710 -0.7128 -0.3009 0.0033
C 0.822 1.851 -2.297 -0.5760 0.8878 0.7981
C -3.083 -1.722 0.052 0.7996 0.2676 0.0469
C 0.856 2.287 0.410 -2.7077 -2.2363 -1.2493
C 2.821 0.416 0.443 0.4340 -0.4972 -0.6805
Be 0.725 -0.157 -1.053 -10.2062 1.1404 11.7158
H -0.152 -2.193 -2.428 -0.3516 -0.0302 0.1360
H -1.089 -1.935 2.944 0.1438 0.0159 -0.0109
H 0.211 2.118 -3.156 -0.4279 -0.2346 -0.0741
H 0.063 -1.845 1.581 -0.1523 0.1823 0.2396
H 0.526 -0.084 -3.265 0.4081 0.0481 0.2457
H 3.824 0.408 -1.489 0.0498 -0.3004 0.2518
H 3.711 0.904 0.896 -0.4734 0.1279 -0.2355
H -0.960 2.219 -1.021 0.4265 -0.0036 0.2157
H 1.772 2.387 -2.448 -0.2573 -0.4215 0.1061
H 0.089 3.640 -1.185 -0.0445 -0.2503 -0.4094
H -2.099 -3.664 -2.565 -0.1534 0.0565 0.2014
H 2.491 2.011 -0.776 -1.2391 -1.6028 -0.3401
H 0.052 0.827 3.876 -0.2204 0.1484 -0.0429
H 2.369 -0.203 1.226 0.1470 -0.4624 -0.3715
H -1.703 0.508 4.000 0.0561 0.0776 -0.0204
H 0.132 1.748 1.115 1.0034 0.8071 -1.0013
H 3.780 -1.196 -0.704 0.3886 -0.6486 -0.2716
H -4.010 -3.382 -0.941 -0.0099 -0.0097 -0.0797
H -2.009 1.141 0.899 0.1071 -0.2976 0.0950
H -1.117 1.889 3.029 0.0566 -0.1565 0.1068
H -3.889 -1.558 0.768 0.0843 -0.2061 -0.2071
H 1.842 -1.661 -1.895 -0.5522 0.2322 -0.2804
H 0.528 -1.209 3.184 -0.1749 -0.1382 -0.1875
H 1.204 3.173 0.942 0.4869 0.0930 -0.4333
H -2.865 -0.052 1.876 0.0737 -0.0096 -0.0538
```
Forces are in eV/Å.

## Properties
* relative energy (zero: lowest compared OMol25 entry of this formula, charge and spin): 5.990 eV
* frontier orbital gap (alpha / beta): 0.228 / 0.228 Eh
* highest occupied orbital energy (alpha / beta): -8.00 / -7.99 eV
* lowest unoccupied orbital energy (alpha / beta): -1.8 / -1.8 eV
* 2S+1: 1

These are the natural (NBO) partial charges, in e, on atoms 1 to 5:
1. N -0.4528
2. C -0.0454
3. C -0.3702
4. C -0.2297
5. C -0.4269



[2]
Density functional theory data (the ωB97M-V functional and the def2-TZVPD basis) for a molecular structure, C17H25Cl5N5PPdS in a non-equilibrium geometry.

```
55
Properties=species:S:1:pos:R:3:forces:R:3
Pd -0.621 0.852 -0.030 -0.0196 -1.3669 0.5582
Cl 2.995 -1.086 3.847 -0.1957 0.1159 -0.1283
Cl 1.736 0.677 -1.991 0.5157 -0.0825 -0.5784
Cl 0.060 0.063 2.826 0.2100 -0.2005 0.6373
Cl 5.271 -1.218 1.729 0.0963 -0.0777 0.0591
Cl 4.776 -0.434 -1.228 -0.2933 0.1286 -0.0174
S -2.115 -1.003 -0.187 0.5897 -0.1461 0.7121
P -0.735 3.188 -0.089 1.6681 1.2466 0.2184
N -2.088 -2.189 -2.571 0.1053 0.7166 -0.2653
N -1.113 5.872 0.429 -0.1816 0.0123 0.1001
N 0.857 5.377 -0.890 0.1377 0.4422 -0.0718
N 0.782 4.881 1.480 0.1374 0.1227 0.4193
N -1.879 0.127 -2.536 -0.3872 0.2069 -0.0170
C 1.629 5.287 0.428 0.5121 0.0695 0.3713
C 2.699 -0.612 2.232 0.2483 -0.0218 -0.3293
C -1.864 4.669 0.168 -0.6035 -0.4673 -0.0926
C -0.332 6.318 -0.657 -0.1618 0.4530 -0.2719
C -2.023 -1.054 -1.906 0.1117 0.3539 -0.3265
C 1.232 0.210 0.508 -0.3715 0.4116 0.0729
C 0.367 3.501 1.388 -0.0984 -0.2842 0.0554
C -0.331 5.798 1.652 0.1069 0.1530 0.2009
C 2.243 0.137 -0.428 -0.8203 0.2620 0.1165
C 3.722 -0.685 1.263 -0.1407 0.1042 -0.0997
C 3.509 -0.312 -0.082 0.0370 -0.1945 0.4973
C -3.496 0.396 -4.375 0.2084 -0.0013 -0.0473
C 1.452 -0.150 1.828 -0.6338 0.3246 -0.6453
C 0.401 4.040 -1.336 -0.3628 -0.8615 -0.1832
C -2.027 0.343 -3.966 -0.2439 0.0040 -0.2317
C -2.127 -3.506 -1.963 -0.2378 -0.6448 0.3831
C -3.561 -3.965 -1.734 0.2172 0.0280 -0.0641
H -3.564 -4.972 -1.331 -0.0171 -0.1074 0.0894
H -0.121 4.142 -2.292 0.0771 0.0819 0.1005
H -4.111 -3.981 -2.671 -0.1195 0.0114 -0.0816
H -1.586 -3.461 -1.016 0.0248 -0.0422 -0.2056
H 1.246 2.850 1.308 -0.1514 0.0887 0.0346
H 2.451 4.577 0.297 -0.1119 0.1090 -0.1451
H 2.032 6.280 0.643 -0.0413 -0.0258 -0.2273
H -2.175 -2.161 -3.578 0.0536 0.0843 0.0657
H -1.491 -0.439 -4.508 0.0926 0.0904 0.0096
H -1.536 1.290 -4.193 0.0759 -0.1013 -0.0806
H 1.471 5.783 -1.604 -0.0762 -0.0449 0.0746
H -4.061 -3.302 -1.033 -0.0946 0.0165 0.0472
H 1.269 3.391 -1.504 -0.0880 0.1789 0.0729
H -3.585 0.542 -5.447 -0.0310 0.0239 -0.1169
H -0.922 6.365 -1.579 0.1902 -0.0943 0.0847
H -1.607 -4.189 -2.636 0.0455 0.0723 0.0624
H -3.998 1.222 -3.874 -0.0773 0.0141 0.0224
H 0.075 7.310 -0.442 0.1023 -0.1528 -0.0666
H -0.170 3.210 2.297 0.0709 0.0084 -0.0968
H -2.527 4.467 1.013 0.0157 -0.0250 -0.1052
H -2.051 0.949 -1.944 -0.0216 -0.8114 -0.5886
H -2.488 4.820 -0.717 -0.0078 -0.1234 0.0600
H 0.054 6.792 1.892 -0.0151 -0.0181 -0.0081
H -0.965 5.466 2.474 0.0603 0.0155 -0.0571
H -4.005 -0.528 -4.113 -0.1064 -0.0554 0.0233
```
Forces are in eV/Å.

## Properties
* frontier orbital gap: 0.219 Eh
* highest occupied orbital energy: -13.84 eV
* charge: +2
* lowest unoccupied orbital energy: -7.9 eV
* 2S+1: 1

These are the natural (NBO) partial charges, in e, on atoms 1 to 5:
1. Pd 0.4678
2. Cl 0.1261
3. Cl 0.0359
4. Cl 0.0723
5. Cl 0.1252



[3]
Density functional theory data (the ωB97M-V functional and the def2-TZVPD basis) for 2 unconnected molecules or ions with the total composition C17H25ClF4N2O8P3 in a non-equilibrium geometry.

```
60
Properties=species:S:1:pos:R:3:forces:R:3
Cl -2.646 -4.655 -1.063 1.1022 0.7984 1.5011
P -1.900 -4.075 0.865 0.3871 -3.5354 0.3590
P 0.324 -2.754 -1.097 0.7762 -0.5142 -1.2402
P -2.995 -2.208 3.449 -0.7309 -0.2394 6.1763
F 1.104 -2.139 2.318 -0.2550 3.1959 -1.2405
F 3.362 0.358 2.500 -2.0137 -1.7436 -2.5688
F 1.006 -0.017 3.196 -0.3815 -1.7401 -3.4216
F 2.877 0.218 0.239 -1.0469 -1.3207 2.7153
O -0.477 -5.054 1.107 -1.6669 2.1766 -0.0402
O 1.156 4.733 -0.845 -0.6894 0.2861 -0.0664
O -1.095 5.027 -0.865 1.1382 0.1125 -0.3129
O -3.922 -0.803 3.884 0.9912 -3.1057 -2.1534
O 0.266 6.432 -2.017 -0.3166 -0.7787 0.4882
O -4.117 -3.461 3.177 1.4074 3.1773 -0.7500
O -2.076 -2.470 4.682 -2.5003 0.5078 -5.1304
O 1.167 1.030 -1.991 -4.4792 -0.0694 4.4114
N 0.011 0.979 0.190 1.4456 -1.0837 -0.1273
N -1.475 -2.339 0.887 -0.0889 1.2166 1.7562
C 2.673 -0.442 1.485 2.8832 0.2355 0.4639
C -0.634 -1.499 -0.083 0.3300 -0.0350 -0.1136
C 0.520 2.118 0.972 -0.0151 2.6551 0.7634
C -1.374 -0.175 1.755 -3.1540 0.3409 0.7844
C 0.104 1.050 -1.257 2.4025 0.7293 -5.1215
C -1.948 -1.699 1.967 1.9261 1.8716 -2.5957
C 0.004 -0.343 0.841 -4.3114 0.8819 0.9722
C -2.660 0.479 0.984 -4.6630 2.4151 -2.5302
C 0.438 -1.955 -2.856 0.6627 0.3346 0.2212
C 2.706 -4.174 -1.604 -1.7368 0.0006 -0.0591
C -1.269 1.285 -2.121 -0.0794 -0.1044 0.1060
C -3.751 1.038 0.473 6.5753 -2.7702 1.4500
C 1.153 -0.726 1.922 1.0880 0.0011 1.8726
C 1.671 6.633 -2.003 0.5442 0.7940 -0.3044
C 2.140 -2.978 -0.615 1.6052 -0.3515 -0.7600
C 0.007 5.367 -1.211 -1.0768 0.0049 0.1409
C 2.204 5.285 -1.629 1.0010 -0.3114 -0.1911
H -1.471 -1.175 -0.833 1.7163 0.2663 1.3843
H 2.322 -3.375 0.451 -0.6155 1.0072 -1.5932
H 1.654 2.304 0.963 -1.5784 -0.6534 -0.1595
H -1.093 0.998 -3.229 0.0322 0.5710 1.9743
H 3.129 5.347 -1.052 -0.2090 -0.1265 0.0582
H -0.465 -1.236 -3.011 1.7486 -1.3830 0.0860
H -2.154 0.663 -1.740 1.3581 0.9453 -0.3366
H -4.793 -3.199 2.493 0.7601 -0.4675 0.7581
H 3.253 -1.448 1.454 -1.1591 1.8348 -0.0212
H 0.038 3.090 0.539 0.8415 -1.8407 0.7063
H 0.190 2.111 2.092 0.4513 -0.4172 -2.1337
H 2.769 -2.051 -0.889 -0.9943 -1.2446 0.9070
H 2.026 6.964 -2.981 -0.2405 -0.0109 0.0874
H -1.338 0.523 2.664 0.3744 -1.6137 -0.9786
H 2.370 4.643 -2.499 -0.0489 0.0328 0.0677
H 1.912 7.400 -1.260 -0.0432 -0.0717 -0.0423
H 1.456 -1.400 -2.940 -1.9659 -0.6508 0.0854
H -1.608 2.397 -2.091 0.8008 -1.8338 0.2024
H 3.051 -3.749 -2.614 -0.2643 -0.6918 1.7237
H -0.257 -5.073 2.082 -0.5275 0.0683 -1.1944
H -4.869 -0.926 3.629 0.8719 0.2712 0.2415
H 3.488 -4.818 -1.067 -1.1141 1.1608 -0.9984
H 0.460 -2.807 -3.627 -0.3273 1.2973 1.2329
H 1.766 -4.831 -1.833 1.8806 0.7698 0.3389
H -4.388 1.580 -0.333 1.1916 -1.2516 2.1494
```
Forces are in eV/Å.

## Properties
* frontier orbital gap: 0.239 Eh
* highest occupied orbital energy: -11.84 eV
* charge: +1
* lowest unoccupied orbital energy: -5.3 eV
* 2S+1: 1

These are the natural (NBO) partial charges, in e, on atoms 1 to 5:
1. Cl -0.2314
2. P 1.2808
3. P 0.7862
4. P 2.1926
5. F -0.3504



[4]
Density functional theory data (the ωB97M-V functional and the def2-TZVPD basis) for C17H25ClN2O3 in the gas phase in a non-equilibrium geometry.

```
48
Properties=species:S:1:pos:R:3:forces:R:3
Cl 1.154 3.174 -3.971 -0.3257 -0.9280 1.0370
O -2.384 2.365 -0.208 0.0235 0.4389 -0.1565
O -0.962 4.014 -2.222 -0.1734 0.4120 0.1442
O -0.143 -2.065 2.463 -0.1384 0.0202 0.5317
N 0.856 -1.408 0.544 -1.5181 -1.3414 -0.2309
N -3.319 -4.088 0.585 -0.0392 -0.3015 -0.1027
C -1.147 -3.034 0.532 -0.2710 0.7351 0.8979
C 3.441 -2.585 1.659 0.0834 0.1097 -0.5602
C 1.877 -0.645 1.241 1.3346 0.7708 -1.5084
C -3.329 3.194 -0.901 0.4967 0.2350 -0.2299
C -0.581 2.738 -1.899 -1.1137 0.6310 0.3870
C 0.458 2.188 -2.654 -0.1846 -0.2013 0.2747
C 3.313 -1.198 1.015 -0.0389 0.2344 1.0386
C -0.837 0.681 -0.653 1.7033 0.0840 -1.4079
C -1.439 4.879 -1.172 0.3283 -1.4829 0.9874
C -0.134 -2.113 1.254 0.9409 -0.0417 -0.4745
C 0.892 0.903 -2.346 -0.0810 -1.3090 0.6972
C -2.333 -3.439 1.450 0.6467 0.2154 -0.2543
C -1.282 1.966 -0.924 0.6259 -0.1939 -0.6622
C 4.383 -0.231 1.600 -0.3206 -1.0430 -1.6659
C -2.912 4.656 -0.880 -0.5104 0.1561 -0.0763
C 0.793 -1.258 -0.916 0.9343 -0.2318 -0.4983
C 0.269 0.105 -1.311 -0.0053 2.3952 -1.2065
H 4.492 -2.876 1.724 -0.0823 -0.0040 0.2326
H -0.799 4.752 -0.270 -0.4244 -0.1465 -0.4679
H 0.200 -2.060 -1.409 0.2380 0.4336 0.6957
H -3.433 2.823 -1.914 -0.0169 -0.0796 -0.2947
H 2.958 -3.326 1.035 -0.1983 -0.2721 -0.2040
H -2.885 -4.902 0.116 -0.5777 0.5515 0.5453
H 3.530 -1.284 -0.042 -0.0954 -0.0312 -0.3834
H 1.749 -0.543 2.295 -0.7311 -0.3623 0.6806
H -2.753 -2.534 1.916 0.0147 -0.3468 -0.2407
H -3.503 5.223 -1.627 0.1041 -0.3800 0.3207
H 2.941 -2.645 2.623 0.2130 0.1647 0.2316
H -3.187 5.047 0.106 0.2999 0.2032 -0.1387
H -2.013 -4.105 2.263 0.2407 0.3213 -0.1069
H -4.104 -4.395 1.157 0.2291 -0.1757 -0.3876
H -1.322 5.882 -1.486 0.4260 0.9414 -0.6605
H -1.331 0.114 0.069 -0.8890 -0.7008 1.1955
H 1.858 0.385 0.841 -0.0830 -0.2072 0.0460
H 1.826 -1.388 -1.355 -0.9586 0.1899 0.5094
H -4.293 3.115 -0.409 0.0111 -0.3747 0.1988
H -1.576 -2.569 -0.343 -0.1404 0.2708 -0.2885
H 1.729 0.470 -2.903 -0.2609 0.2097 0.1732
H 4.327 -0.209 2.652 0.0236 0.0516 1.3670
H -0.672 -3.939 0.186 0.5282 -0.3028 -0.1241
H 5.369 -0.599 1.279 -0.2092 0.1844 0.2897
H 4.257 0.765 1.211 -0.0584 0.4986 -0.1500
```
Forces are in eV/Å.

## Properties
* SMILES string: CC(C)CN(Cc1cc(Cl)c2c(c1)OCCCO2)C(=O)CCN
* relative energy (zero: lowest compared OMol25 entry of this formula, charge and spin): 1.236 eV
* frontier orbital gap: 0.338 Eh
* highest occupied orbital energy: -8.46 eV
* lowest unoccupied orbital energy: 0.7 eV
* 2S+1: 1

These are the natural (NBO) partial charges, in e, on atoms 1 to 5:
1. Cl 0.0032
2. O -0.5147
3. O -0.5052
4. O -0.6226
5. N -0.4614